Entry 1:
The following is a DFT calculation (the ωB97M-V functional and the def2-TZVPD basis) of C4H5N3S as an isolated structure in a non-equilibrium geometry.

Geometry as ORCA input:
```
! wB97M-V def2-TZVPD RIJCOSX def2/J DEFGRID3
* xyz 0 1
C 1.63618 -1.15918 0.69707
C 1.13419 1.05452 -0.64981
S -3.38678 -0.43767 -0.49247
N -2.89505 0.32975 0.84817
H 1.02188 -1.92333 1.15089
H 0.66988 0.96221 -1.62222
H 2.16330 1.52358 -0.89908
H 0.41049 1.77982 -0.19017
C -1.02810 -0.27830 0.03649
H 2.65604 -1.25769 0.96411
N -1.64133 0.36410 1.03174
C 1.03018 -0.14585 0.04870
N -1.77089 -0.81196 -0.92342
*
```

Summary:
Lowest unoccupied orbital energy: 0.03 eV
E_tot: -717.71994 Ha
Highest occupied orbital energy: -0.3701 Eh
Relative energy (zero: lowest compared OMol25 entry of this formula, charge and spin): 4.727 eV
Frontier orbital gap: 10.1 eV

How positive or negative is each atom? The Löwdin charges in e answer that: 0.0391 -0.1451 0.9432 -0.3897 0.0574 0.0792 0.1225 0.1010 -0.3682 0.0459 -0.0608 -0.1805 -0.2438

Entry 2:
The following is a DFT calculation (the ωB97M-V functional and the def2-TZVPD basis) of one molecule with the formula C9H18N4 in a non-equilibrium geometry.

Geometry as ORCA input:
```
! wB97M-V def2-TZVPD RIJCOSX def2/J DEFGRID3
* xyz 0 1
C 2.53407 0.56120 1.39491
H 3.57940 0.38332 1.65003
H 2.90717 1.85613 -1.66315
H 1.91476 -0.24764 1.77162
C 1.24087 0.29967 -0.62888
C -3.96241 -0.06615 -0.55428
C 1.30207 -2.06986 -0.18341
C -0.87300 -0.99478 -0.44069
H 1.21495 -2.53932 -1.17432
H 0.92742 -2.76417 0.56951
N -2.49478 1.77014 0.13668
H -1.02099 -2.04807 -0.69465
N -0.05130 1.49269 -0.15752
H 2.20805 1.49567 1.86326
H 2.35498 -1.87832 0.01266
H -2.33182 -1.55421 1.06062
H 4.28414 1.19231 -0.75906
H -4.69980 0.71033 -0.74445
N 0.54983 -0.83071 -0.09769
N 2.40835 0.63204 -0.04457
C -1.83472 -0.63585 0.73768
H -1.22225 -0.27764 1.56833
C -1.24502 1.65403 -0.08679
C 3.27406 1.60578 -0.66995
H -1.12023 -0.41082 -1.33345
H 3.32641 2.52330 -0.08061
H -3.49842 0.52744 1.45598
H -3.46285 -0.29669 -1.49043
H 1.22417 0.44698 -1.71522
H -4.47047 -0.95840 -0.20031
C -2.96263 0.42162 0.49814
*
```

Summary:
Lowest unoccupied orbital energy: 0.67 eV
E_tot: -572.65668 Ha
Structure (SMILES): C[C@H]1CCN(C)[C@H](N(C)C)N=C=N1
Highest occupied orbital energy: -0.2853 Eh
Relative energy (zero: lowest compared OMol25 entry of this formula, charge and spin): 2.212 eV
Frontier orbital gap: 8.4 eV

How positive or negative is each atom? The Löwdin charges in e answer that: -0.0517 0.0911 0.0888 0.0827 -0.2341 -0.0741 -0.0763 -0.1720 0.0888 0.0919 0.0666 0.1122 0.1639 0.0948 0.0796 0.1048 0.0907 0.0721 -0.1908 -0.2191 -0.1361 0.1100 -0.3308 -0.0506 0.1146 0.0916 0.1265 0.0669 0.1493 0.0698 -0.4211

Entry 3:
The following is a DFT calculation (the ωB97M-V functional and the def2-TZVPD basis) of a 2-piece molecular cluster, C3H9NO2S overall.

Geometry as ORCA input:
```
! wB97M-V def2-TZVPD RIJCOSX def2/J DEFGRID3
* xyz 0 1
H -0.97527 1.85563 -0.47117
O 2.80783 1.64668 0.21023
H 1.65262 0.44970 1.89026
H 1.28476 2.18885 -1.74602
S -1.31305 1.57818 -2.79615
H -1.73304 -4.97013 3.35529
O -2.18286 -4.13162 3.49299
H 1.29431 0.46251 -1.94343
H 0.16273 0.20853 0.99479
H -2.14359 -3.68422 2.64354
C -0.54755 1.16593 -1.19919
C 0.98545 1.26003 -1.26908
H -1.34814 0.33573 -3.28281
N 1.15842 0.33997 1.01884
C 1.72098 1.14279 0.04473
H -0.82360 0.15143 -0.94281
*
```

Summary:
Lowest unoccupied orbital energy: 0.29 eV
E_tot: -723.13914 Ha
Structure (SMILES): NC(=O)CCS.O
Highest occupied orbital energy: -0.3455 Eh
Relative energy (zero: lowest compared OMol25 entry of this formula, charge and spin): 0.795 eV
Frontier orbital gap: 9.7 eV

How positive or negative is each atom? The Löwdin charges in e answer that: 0.0710 0.0593 0.1076 0.1096 0.7113 0.0317 -0.0596 0.1203 0.0775 0.0278 -0.5880 -0.1888 -0.1493 0.1566 -0.5486 0.0616

Entry 4:
The following is a DFT calculation (the ωB97M-V functional and the def2-TZVPD basis) of C8H11Br2F3NOPt as an isolated structure in a non-equilibrium geometry.

Geometry as ORCA input:
```
! wB97M-V def2-TZVPD RIJCOSX def2/J DEFGRID3
* xyz 1 1
C -0.81818 -0.35451 -2.59408
C -0.25484 -0.60183 0.27647
H -1.93594 -3.29349 -0.56956
C -1.08590 -2.76310 -0.14999
F 4.03486 1.92053 0.57628
N -1.32268 -1.27480 -0.25455
H -1.49424 0.73449 1.29013
H 0.19488 2.18297 0.32422
F 2.17175 2.50050 2.57040
F 2.52004 3.39974 0.17989
Br 2.53250 -0.10357 2.15639
H -0.00830 2.39221 2.04529
H -0.30570 -0.09491 2.30361
C -1.72034 -1.00047 -1.61250
H -0.74595 0.71090 -2.36365
H -1.25720 -0.49069 -3.57988
Pt -3.97665 -1.25448 -0.17718
O -2.85778 -1.36174 -1.88123
C 2.73379 2.09412 0.36145
H 0.17114 -0.81386 -2.57750
H -0.97112 -3.02738 0.89619
H 0.51670 -1.33301 0.52252
C 1.88775 1.62162 1.57004
H -0.18527 -3.04595 -0.69938
Br 2.24329 1.12110 -1.25102
C -0.44684 0.42483 1.34936
C 0.38022 1.71079 1.28827
*
```

Summary:
Lowest unoccupied orbital energy: -6.35 eV
E_tot: -6007.90808 Ha
Highest occupied orbital energy: -0.4281 Eh
Frontier orbital gap: 5.3 eV

How positive or negative is each atom? The Löwdin charges in e answer that: 0.0303 -0.0638 0.0901 0.0030 0.0577 -0.1062 0.1218 0.1053 0.0169 0.0937 0.9151 0.1397 0.1265 -0.4325 0.1008 0.1127 0.5359 -0.0622 -0.9333 0.0884 0.1098 0.0880 -0.8104 0.1170 0.8906 -0.1684 -0.1669

Entry 5:
The following is a DFT calculation (the ωB97M-V functional and the def2-TZVPD basis) of one molecule with the formula C4H9NO2.

Geometry as ORCA input:
```
! wB97M-V def2-TZVPD RIJCOSX def2/J DEFGRID3
* xyz 0 1
O 1.15252 0.42514 0.47105
C -0.12401 -0.23380 0.47708
H 2.91880 -1.74714 -0.69750
H -2.89444 -0.01731 0.93664
H -0.37665 -0.39546 1.52977
C 2.25013 -0.17868 0.00502
H -3.27712 0.77375 -0.59190
H -0.87026 0.79684 -1.24958
N 3.38888 0.36692 -0.08953
H -2.65924 -0.87788 -0.59364
H -0.06189 -1.20465 -0.01922
H -1.11098 1.65514 0.26841
C -2.56833 0.09886 -0.10357
O 2.05558 -1.45693 -0.36743
H 3.32678 1.33174 0.22160
C -1.14976 0.66347 -0.19722
*
```

Summary:
Lowest unoccupied orbital energy: 0.85 eV
E_tot: -363.04568 Ha
Structure (SMILES): [H]/N=C(/O)OCCC
Highest occupied orbital energy: -0.3574 Eh
Relative energy (zero: lowest compared OMol25 entry of this formula, charge and spin): 1.085 eV
Frontier orbital gap: 10.6 eV

How positive or negative is each atom? The Löwdin charges in e answer that: 0.0037 -0.1828 0.1266 0.0739 0.1324 -0.5885 0.0707 0.1166 0.1401 0.0750 0.1220 0.1141 -0.1108 0.0814 0.0576 -0.2319

Entry 6:
The following is a DFT calculation (the ωB97M-V functional and the def2-TZVPD basis) of a 2-piece molecular cluster, C20H19N3O4 overall in a non-equilibrium geometry.

Geometry as ORCA input:
```
! wB97M-V def2-TZVPD RIJCOSX def2/J DEFGRID3
* xyz 0 1
H 2.05346 2.07080 1.84853
H 2.35231 2.37773 -3.20598
H 2.59122 -2.10944 -1.05549
H 3.98846 0.68424 -4.05269
H -0.90262 -1.14743 5.63058
H 1.45227 3.24462 5.32881
H -2.21351 0.06568 5.60739
C -3.20400 -1.78126 -4.10940
H 4.12352 -1.56953 -2.95436
N 1.12479 1.82543 3.73575
C 2.26451 2.18062 2.91603
C 0.26866 0.78848 3.55576
N -3.73220 -2.52438 -5.18558
C -2.09331 0.19380 -3.30487
C -1.76768 -0.48456 -2.05095
C 0.88506 2.40710 4.97567
C -3.07930 -2.40896 -2.84843
H -2.36984 -2.19942 -0.82699
H 2.50743 3.22869 3.12771
O 0.20570 -1.42998 2.74984
H 0.35654 1.36168 0.96286
C 3.41255 -0.81624 -2.60746
C -2.75069 -0.45165 -4.31660
C 0.34460 -0.22393 2.48630
H -1.78442 -0.83343 4.11346
O -0.96821 0.03136 -1.23334
O -3.83327 -1.98866 -6.30792
C 1.68647 1.13887 -1.58030
H -0.55209 1.80618 6.53941
N -0.46317 0.68180 4.68976
C 3.34462 0.44114 -3.21854
C -1.39690 -0.37466 5.02399
H 3.14369 1.56569 3.16800
C 0.58176 0.29237 1.13680
C 2.44994 1.40174 -2.72480
C -2.44006 -1.75819 -1.82672
O -4.07490 -3.71037 -4.98327
H -2.93867 0.02998 -5.27316
C 1.70397 -0.15294 -1.00663
H -1.72420 1.22097 -3.41115
C 0.85631 -0.53813 0.10982
C 2.57909 -1.11659 -1.52489
H -3.49555 -3.40744 -2.71020
H 1.00509 1.89808 -1.16989
H 0.60508 -1.60731 0.21276
C -0.10251 1.69746 5.57038
*
```

Summary:
Lowest unoccupied orbital energy: -1.52 eV
E_tot: -1238.55212 Ha
Highest occupied orbital energy: -0.2328 Eh
Relative energy (zero: lowest compared OMol25 entry of this formula, charge and spin): 8.449 eV
Frontier orbital gap: 4.8 eV

How positive or negative is each atom? The Löwdin charges in e answer that: 0.0809 0.1044 0.1195 0.0986 0.1152 0.1313 0.1034 -0.2066 0.1042 -0.0356 0.0131 -0.0867 -0.3646 -0.0237 -0.4142 0.0002 -0.0289 0.0996 0.1038 0.0579 0.1247 -0.0770 -0.0240 -0.3269 0.1042 -0.0702 0.0052 -0.0259 0.1341 -0.0342 -0.0806 0.0135 0.1193 -0.0651 -0.0702 -0.0271 -0.0018 0.1106 -0.2254 0.1021 -0.0123 -0.0269 0.1124 0.1142 0.1508 0.0050